Entry 1:
The following is a DFT calculation (ωB97M-V/def2-TZVPD) of a cluster of 2 separate species, C2H3NO2S2 in total.

Element x y z (Å)
C1 1.73 -0.99 1.14
C2 1.09 -0.30 0.37
N1 -2.12 0.88 -0.46
O1 -1.46 -1.93 -0.55
O2 -3.67 -1.19 0.26
S1 -2.47 2.35 -0.17
S2 -2.20 -1.10 0.39
H1 2.44 -1.74 1.40
H2 0.88 0.60 -0.15
H3 -1.92 0.46 -1.34

Properties
Energy relative to the best compared isomer or geometry (same formula, charge and spin)   518.4 kJ/mol
E   -29372.605 eV
LUMO (alpha / beta)   -2.634 / -2.719 eV
Spin multiplicity   1

Calculated atomic charges, method natural (NBO), unit e: C -0.216; C -0.250; N -0.821; O -0.891; O -0.895; S 0.562; S 1.660; H 0.236; H 0.226; H 0.389

=====

Entry 2:
The following is a DFT calculation (ωB97M-V/def2-TZVPD) of a structure of composition C44H39I2N2O6P2S2Sc.

Element x y z (Å)
Sc1 -0.01 0.57 -0.30
O1 1.75 -1.50 2.86
S1 1.20 -1.74 1.51
C1 2.49 -2.57 0.61
C2 3.53 -3.16 1.32
C3 4.59 -3.71 0.63
C4 4.62 -3.65 -0.76
C5 3.60 -3.03 -1.46
C6 2.51 -2.48 -0.78
P1 1.10 -1.74 -1.63
C7 -0.02 -3.17 -1.85
C8 -1.40 -2.99 -1.82
C9 -2.27 -4.06 -1.98
C10 -1.76 -5.33 -2.15
C11 -0.39 -5.54 -2.16
C12 0.48 -4.46 -2.00
C13 1.75 -1.32 -3.28
C14 1.69 -2.23 -4.34
C15 2.21 -1.89 -5.58
C16 2.80 -0.64 -5.76
C17 2.87 0.26 -4.71
C18 2.35 -0.08 -3.47
C19 -0.10 -2.98 1.57
C20 0.20 -4.31 1.79
C21 -0.82 -5.25 1.82
C22 -2.13 -4.84 1.61
C23 -2.43 -3.50 1.41
C24 -1.42 -2.55 1.39
P2 -1.85 -0.78 1.25
C25 -3.59 -0.67 0.78
C26 -4.59 -0.71 1.76
C27 -5.92 -0.64 1.40
C28 -6.27 -0.52 0.06
C29 -5.29 -0.47 -0.92
C30 -3.96 -0.54 -0.56
C31 -1.74 -0.12 2.93
C32 -1.19 -0.84 3.99
C33 -1.09 -0.26 5.24
C34 -1.54 1.03 5.45
C35 -2.10 1.75 4.41
C36 -2.20 1.18 3.15
H1 3.50 -3.16 2.41
H2 5.40 -4.19 1.17
H3 5.46 -4.07 -1.30
H4 3.65 -2.96 -2.54
H5 -1.82 -2.01 -1.65
H6 -3.34 -3.89 -1.95
H7 -2.43 -6.17 -2.28
H8 0.02 -6.53 -2.28
H9 1.55 -4.65 -1.99
H10 1.21 -3.19 -4.21
H11 2.16 -2.59 -6.39
H12 3.21 -0.38 -6.73
H13 3.33 1.23 -4.85
H14 2.42 0.63 -2.65
H15 1.23 -4.62 1.94
H16 -0.59 -6.29 1.99
H17 -2.93 -5.57 1.62
H18 -3.46 -3.20 1.27
H19 -4.32 -0.80 2.81
H20 -6.69 -0.68 2.16
H21 -7.32 -0.47 -0.22
H22 -5.56 -0.36 -1.96
H23 -3.20 -0.46 -1.33
H24 -0.84 -1.85 3.86
H25 -0.66 -0.83 6.06
H26 -1.46 1.48 6.44
H27 -2.47 2.76 4.57
H28 -2.67 1.74 2.35
C37 3.65 1.18 1.80
S2 2.12 1.70 1.10
O2 2.01 1.07 -0.29
O3 2.11 3.13 1.02
O4 0.96 1.11 1.79
H29 3.92 1.92 2.55
H30 4.38 1.15 0.99
H31 3.51 0.19 2.25
O5 -0.85 -3.85 -5.59
C38 -1.64 -2.86 -6.21
N1 -1.39 -1.64 -5.48
C39 -2.36 -0.75 -5.18
O6 -3.52 -0.84 -5.53
C40 -1.94 0.41 -4.32
C41 -2.51 1.66 -4.54
C42 -2.16 2.69 -3.69
C43 -1.35 2.43 -2.60
N2 -0.84 1.21 -2.33
C44 -1.11 0.24 -3.23
H32 -0.87 -4.65 -6.13
H33 -2.71 -3.06 -6.14
H34 -1.36 -2.75 -7.26
H35 -0.42 -1.41 -5.30
H36 -3.19 1.80 -5.37
H37 -2.53 3.70 -3.83
H38 -1.09 3.22 -1.93
H39 -0.68 -0.73 -3.06
I1 -0.59 3.61 0.66
I2 -3.21 3.83 0.26

Properties
E   -138667.367 eV
LUMO   -6.109 eV
Net charge   +2
Spin multiplicity   1

Calculated atomic charges, method natural (NBO), unit e: Sc 1.673; O -0.934; S 1.293; C -0.299; C -0.192; C -0.174; C -0.164; C -0.211; C -0.250; P 0.758; C -0.393; C -0.117; C -0.224; C -0.159; C -0.198; C -0.193; C -0.407; C -0.227; C -0.203; C -0.174; C -0.212; C -0.139; C -0.190; C -0.199; C -0.164; C -0.164; C -0.190; C -0.338; P 0.737; C -0.380; C -0.179; C -0.192; C -0.185; C -0.142; C -0.215; C -0.398; C -0.172; C -0.193; C -0.156; C -0.221; C -0.139; H 0.259; H 0.243; H 0.240; H 0.237; H 0.190; H 0.231; H 0.233; H 0.234; H 0.227; H 0.252; H 0.236; H 0.238; H 0.236; H 0.224; H 0.239; H 0.240; H 0.239; H 0.239; H 0.238; H 0.239; H 0.237; H 0.225; H 0.202; H 0.225; H 0.234; H 0.233; H 0.230; H 0.207; C -0.883; S 2.384; O -1.088; O -0.906; O -1.011; H 0.284; H 0.275; H 0.284; O -0.730; C 0.096; N -0.622; C 0.660; O -0.579; C -0.174; C -0.050; C -0.238; C 0.079; N -0.665; C 0.116; H 0.488; H 0.200; H 0.171; H 0.415; H 0.263; H 0.256; H 0.224; H 0.219; I 0.203; I 0.049

=====

Entry 3:
The following is a DFT calculation (ωB97M-V/def2-TZVPD) of a cluster of 6 separate species, C27H51FO16S in total.

Element x y z (Å)
O1 1.93 -1.09 5.44
C1 1.79 0.04 4.97
O2 2.72 0.94 4.38
C2 1.88 2.13 4.15
F1 2.36 3.06 3.20
C3 0.35 1.63 4.03
C4 0.00 1.33 2.50
C5 -1.40 0.60 2.23
C6 -2.35 0.44 3.50
C7 -2.97 1.86 4.02
S1 -4.82 1.91 3.87
O3 -5.30 3.31 4.12
O4 -5.51 1.01 4.87
O5 -5.22 1.33 2.34
O6 0.45 0.54 4.97
H1 1.98 2.64 5.18
H2 -0.25 2.56 4.29
H3 0.83 0.72 1.98
H4 -0.01 2.34 1.93
H5 -1.94 1.15 1.37
H6 -1.19 -0.45 1.82
H7 -1.92 -0.18 4.35
H8 -3.28 -0.15 3.14
H9 -2.71 1.94 5.13
H10 -2.43 2.71 3.49
H11 -5.30 0.35 2.48
C8 -0.04 -5.12 -0.48
C9 -1.41 -4.50 -0.37
O7 -1.33 -3.15 0.13
C10 -1.09 -2.07 -0.64
C11 -0.61 -2.26 -2.05
O8 -1.19 -0.96 -0.16
H12 0.60 -4.59 -1.19
H13 -0.12 -6.16 -0.81
H14 0.47 -5.10 0.49
H15 -1.97 -4.53 -1.32
H16 -2.01 -5.06 0.35
H17 0.48 -2.21 -2.06
H18 -1.02 -1.46 -2.66
H19 -0.94 -3.19 -2.51
C12 -1.50 0.10 -7.83
C13 -2.20 0.37 -6.51
O9 -1.39 -0.06 -5.41
C14 -0.43 0.68 -4.84
C15 0.05 1.92 -5.54
O10 0.10 0.31 -3.81
H20 -0.57 0.66 -7.91
H21 -2.14 0.38 -8.67
H22 -1.24 -0.95 -7.92
H23 -2.50 1.41 -6.40
H24 -3.12 -0.23 -6.47
H25 0.93 1.68 -6.14
H26 0.32 2.66 -4.78
H27 -0.71 2.39 -6.17
C16 2.30 -9.49 4.09
C17 2.37 -8.58 2.87
O11 1.08 -8.47 2.24
C18 0.13 -7.59 2.61
C19 0.28 -6.87 3.92
O12 -0.86 -7.44 1.93
H28 1.63 -9.08 4.85
H29 3.29 -9.61 4.53
H30 1.90 -10.47 3.81
H31 2.79 -7.60 3.09
H32 3.03 -9.04 2.13
H33 -0.26 -7.41 4.69
H34 -0.15 -5.87 3.81
H35 1.31 -6.72 4.23
C20 4.83 0.65 -2.01
C21 4.61 1.91 -1.20
O13 3.86 2.88 -1.94
C22 2.52 2.91 -2.01
C23 1.73 1.72 -1.53
O14 1.96 3.85 -2.53
H36 3.88 0.17 -2.27
H37 5.44 -0.06 -1.46
H38 5.32 0.89 -2.96
H39 4.14 1.71 -0.23
H40 5.58 2.37 -0.98
H41 1.52 1.07 -2.38
H42 0.79 2.08 -1.11
H43 2.23 1.16 -0.75
C24 -0.14 8.50 -0.72
C25 -1.28 7.59 -0.30
O15 -2.02 7.13 -1.43
C26 -1.69 6.06 -2.18
C27 -0.32 5.45 -2.01
O16 -2.45 5.64 -3.02
H44 0.57 7.97 -1.35
H45 0.38 8.89 0.15
H46 -0.53 9.34 -1.31
H47 -0.94 6.75 0.32
H48 -1.98 8.16 0.32
H49 0.35 5.88 -2.76
H50 -0.40 4.38 -2.17
H51 0.10 5.59 -1.02

Properties
E   -75135.777 eV
LUMO   0.188 eV
Structure (SMILES)   O=C1O[C@@H](F)[C@@H](CCCCS(=O)(=O)O)O1.CCOC(C)=O.CCOC(C)=O.CCOC(C)=O.CCOC(C)=O.CCOC(C)=O
Spin multiplicity   1

Calculated atomic charges, method Mulliken, unit e: O -0.534; C 0.586; O -0.272; C -0.067; F -0.255; C 0.429; C -0.370; C -0.218; C -0.593; C -0.598; S 1.123; O -0.617; O -0.609; O -0.469; O -0.369; H 0.276; H 0.261; H 0.206; H 0.205; H 0.182; H 0.004; H 0.337; H 0.335; H 0.273; H 0.394; H 0.386; C -0.913; C -0.405; O -0.408; C 0.686; C -0.713; O -0.547; H 0.368; H 0.360; H 0.177; H 0.353; H 0.343; H 0.215; H 0.066; H 0.379; C -0.969; C -0.433; O -0.374; C 0.792; C -0.927; O -0.458; H 0.271; H 0.362; H 0.302; H 0.370; H 0.313; H 0.271; H 0.094; H 0.331; C -0.950; C -0.389; O -0.358; C 0.779; C -0.992; O -0.567; H 0.274; H 0.350; H 0.301; H 0.346; H 0.306; H 0.269; H 0.278; H 0.363; C -0.850; C -0.277; O -0.407; C 0.601; C -0.525; O -0.541; H 0.157; H 0.362; H 0.298; H 0.260; H 0.315; H 0.120; H 0.250; H 0.298; C -0.923; C -0.338; O -0.387; C 0.612; C -0.483; O -0.596; H 0.269; H 0.343; H 0.291; H 0.327; H 0.313; H 0.212; H 0.090; H 0.271

=====

Entry 4:
The following is a DFT calculation (ωB97M-V/def2-TZVPD) of a cluster of 2 separate species, CH2N4 in total.

Element x y z (Å)
C1 -0.01 -1.24 -0.07
N1 -0.61 0.65 -1.53
N2 0.62 1.53 1.27
N3 -0.41 -0.27 -0.88
N4 0.17 2.32 0.65
H1 -0.29 -2.27 -0.19
H2 0.53 -0.73 0.74

Properties
Energy relative to the best compared isomer or geometry (same formula, charge and spin)   0.0 kJ/mol
E   -7025.870 eV
LUMO (alpha / beta)   1.095 / -1.576 eV
Spin multiplicity   3

Calculated atomic charges, method natural (NBO), unit e: C -0.069; N -0.051; N -0.044; N -0.240; N 0.036; H 0.186; H 0.182

=====

Entry 5:
The following is a DFT calculation (ωB97M-V/def2-TZVPD) of a cluster of 3 separate species, H5OS2 in total.

Element x y z (Å)
O1 -0.18 -3.03 -1.12
H1 -0.49 -3.86 -0.76
H2 0.02 -2.36 -0.46
H3 -0.33 1.87 0.10
S1 0.03 -0.24 0.36
S2 0.05 3.20 0.13
H4 1.00 -0.11 1.32
H5 -0.10 4.53 0.43

Properties
Energy relative to the best compared isomer or geometry (same formula, charge and spin)   655.4 kJ/mol
E   -23783.928 eV
LUMO   -11.004 eV
Net charge   +1
Spin multiplicity   1

Calculated atomic charges, method natural (NBO), unit e: O -0.884; H 0.501; H 0.428; H 0.192; S 0.293; S 0.004; H 0.162; H 0.305

=====

Entry 6:
The following is a DFT calculation (ωB97M-V/def2-TZVPD) of an isolated molecule of C6H11N.

Element x y z (Å)
C1 0.43 -2.89 0.86
C2 0.06 -1.46 1.03
C3 0.22 -0.54 0.07
N1 0.76 -0.88 -1.16
C4 -0.15 0.87 0.33
C5 -0.46 1.75 -0.61
C6 -0.93 3.14 -0.27
H1 0.00 -3.36 -0.02
H2 1.52 -3.03 0.78
H3 0.10 -3.49 1.71
H4 -0.25 -1.11 2.01
H5 0.54 -0.44 -2.03
H6 1.45 -1.61 -1.20
H7 -0.21 1.13 1.38
H8 -0.42 1.44 -1.65
H9 -0.29 3.92 -0.68
H10 -1.94 3.31 -0.63
H11 -0.90 3.24 0.81

Properties
Energy relative to the best compared isomer or geometry (same formula, charge and spin)   97.3 kJ/mol
E   -7889.523 eV
LUMO   1.107 eV
Structure (SMILES)   C/C=C(N)/C=C/C
Spin multiplicity   1

Calculated atomic charges, method natural (NBO), unit e: C -0.652; C -0.251; C 0.140; N -0.850; C -0.214; C -0.170; C -0.634; H 0.215; H 0.203; H 0.218; H 0.199; H 0.387; H 0.388; H 0.202; H 0.181; H 0.214; H 0.215; H 0.209

=====

Entry 7:
The following is a DFT calculation (ωB97M-V/def2-TZVPD) of a cluster of 10 separate species, C41H91BN9O15 in total.

Element x y z (Å)
C1 -5.96 -3.57 0.79
C2 -4.70 -3.87 1.74
C3 -3.39 -3.70 0.81
O1 -3.38 -4.70 -0.20
C4 -2.35 -4.40 -1.21
B1 -0.93 -5.13 -0.82
O2 -0.65 -5.44 0.62
C5 0.24 -6.58 0.50
C6 1.34 -6.62 1.66
C7 2.73 -5.93 1.28
C8 2.63 -4.59 0.43
C9 2.23 -3.30 1.27
O3 1.04 -2.66 0.71
C10 0.56 -1.66 1.55
C11 0.17 -0.23 0.93
O4 0.36 -1.79 2.78
C12 0.63 -6.98 -1.01
C13 0.28 -8.44 -1.55
O5 1.45 -9.03 -2.21
C14 1.26 -8.81 -3.64
O6 -0.37 -6.17 -1.71
H1 -5.68 -2.74 0.05
H2 -6.10 -4.51 0.14
H3 -6.90 -3.32 1.38
H4 -4.71 -4.91 2.19
H5 -4.64 -3.04 2.53
H6 -2.49 -3.77 1.52
H7 -3.45 -2.63 0.40
H8 -2.16 -3.28 -1.18
H9 -2.70 -4.63 -2.28
H10 -0.14 -4.22 -1.00
H11 -0.46 -7.44 0.83
H12 1.56 -7.73 1.86
H13 0.88 -6.21 2.61
H14 3.47 -6.68 0.81
H15 3.22 -5.63 2.28
H16 3.67 -4.40 0.00
H17 1.93 -4.65 -0.47
H18 3.08 -2.54 1.14
H19 2.15 -3.48 2.39
H20 0.75 -0.15 -0.05
H21 0.44 0.63 1.61
H22 -0.94 -0.17 0.69
H23 1.72 -6.83 -1.32
H24 -0.52 -8.35 -2.36
H25 -0.11 -9.17 -0.77
H26 1.04 -7.71 -3.83
H27 0.40 -9.43 -4.03
H28 2.23 -9.10 -4.16
C15 1.82 2.35 -2.60
O7 0.91 1.96 -1.90
N1 3.14 2.33 -2.25
C16 4.17 2.82 -3.14
C17 3.52 1.81 -0.96
H29 1.64 2.77 -3.60
H30 4.87 2.01 -3.36
H31 4.71 3.64 -2.65
H32 3.74 3.18 -4.08
H33 3.19 0.77 -0.88
H34 3.02 2.39 -0.17
H35 4.60 1.86 -0.82
C18 6.41 -2.55 -0.11
O8 5.32 -2.04 -0.27
N2 6.92 -2.95 1.08
C19 8.23 -3.56 1.20
C20 6.12 -2.77 2.28
H36 7.09 -2.74 -0.96
H37 8.12 -4.56 1.63
H38 8.84 -2.95 1.87
H39 8.71 -3.64 0.23
H40 5.17 -3.31 2.16
H41 5.90 -1.71 2.40
H42 6.65 -3.14 3.16
C21 -5.20 1.92 -1.30
O9 -6.11 1.52 -0.60
N3 -3.88 1.91 -0.96
C22 -2.85 2.40 -1.85
C23 -3.50 1.38 0.34
H43 -5.37 2.33 -2.31
H44 -2.15 1.59 -2.06
H45 -2.32 3.22 -1.36
H46 -3.28 2.76 -2.78
H47 -3.83 0.34 0.42
H48 -3.99 1.97 1.12
H49 -2.42 1.44 0.47
C24 -4.44 6.83 -2.00
O10 -3.86 6.15 -2.83
N4 -5.27 6.35 -1.04
C25 -5.93 7.22 -0.09
C26 -5.50 4.92 -0.96
H50 -4.33 7.93 -1.97
H51 -5.62 6.94 0.93
H52 -7.01 7.11 -0.19
H53 -5.66 8.27 -0.26
H54 -4.55 4.41 -0.80
H55 -5.93 4.58 -1.90
H56 -6.19 4.69 -0.14
C27 6.83 2.74 0.67
O11 6.90 1.96 -0.26
N5 7.06 2.42 1.98
C28 6.95 3.41 3.03
C29 7.42 1.06 2.31
H57 6.56 3.80 0.52
H58 7.91 3.49 3.54
H59 6.19 3.08 3.75
H60 6.67 4.38 2.63
H61 8.34 0.79 1.79
H62 6.62 0.39 1.99
H63 7.57 0.96 3.39
C30 6.53 -7.11 4.01
O12 7.05 -6.01 4.04
N6 5.56 -7.53 4.87
C31 4.99 -8.86 4.78
C32 5.09 -6.63 5.90
H64 6.81 -7.87 3.27
H65 3.91 -8.78 4.61
H66 5.17 -9.39 5.72
H67 5.44 -9.43 3.96
H68 4.68 -5.73 5.44
H69 5.93 -6.34 6.54
H70 4.32 -7.11 6.51
C33 -5.28 10.65 -4.01
O13 -5.69 9.97 -3.08
N7 -4.03 11.18 -4.10
C34 -3.62 11.98 -5.24
C35 -3.08 10.93 -3.04
H71 -5.92 10.89 -4.87
H72 -2.77 11.50 -5.72
H73 -3.33 12.97 -4.89
H74 -4.43 12.08 -5.96
H75 -2.93 9.85 -2.93
H76 -3.49 11.32 -2.10
H77 -2.13 11.41 -3.25
C36 -0.98 2.74 3.75
O14 -0.91 1.96 2.82
N8 -0.75 2.43 5.05
C37 -0.85 3.41 6.11
C38 -0.38 1.06 5.39
H78 -1.25 3.80 3.60
H79 0.11 3.50 6.61
H80 -1.61 3.09 6.82
H81 -1.13 4.39 5.71
H82 0.54 0.80 4.86
H83 -1.17 0.39 5.07
H84 -0.22 0.97 6.46
C39 -7.43 4.05 -7.16
O15 -8.49 3.98 -7.76
N9 -7.29 4.06 -5.81
C40 -5.99 4.14 -5.17
C41 -8.48 3.97 -4.98
H85 -6.47 4.13 -7.70
H86 -5.84 3.26 -4.55
H87 -5.97 5.04 -4.54
H88 -5.20 4.21 -5.91
H89 -9.01 3.04 -5.21
H90 -9.14 4.81 -5.20
H91 -8.21 3.98 -3.93

Properties
E   -88790.677 eV
LUMO   1.611 eV
Net charge   -1
Spin multiplicity   1

Results of the Mulliken charge analysis, in e, for atoms 1 through 99: C -0.873; C -0.534; C 0.286; O -0.407; C -0.531; B 1.318; O -0.482; C -0.156; C -1.046; C -0.348; C -0.154; C -0.685; O -0.220; C 0.469; C 0.039; O -0.662; C 0.604; C -0.721; O -0.419; C -0.592; O -0.808; H 0.217; H 0.206; H 0.307; H 0.319; H 0.291; H 0.024; H -0.089; H 0.120; H 0.100; H -0.418; H 0.284; H 0.396; H 0.267; H 0.390; H 0.000; H 0.192; H 0.168; H 0.284; H 0.326; H 0.086; H 0.206; H -0.189; H 0.106; H 0.333; H 0.240; H 0.256; H 0.252; H 0.248; C 0.041; O -0.522; N 0.211; C -0.873; C -0.544; H 0.247; H 0.304; H 0.282; H 0.301; H 0.230; H 0.270; H 0.065; C -0.054; O -0.455; N 0.326; C -0.866; C -0.473; H 0.304; H 0.270; H 0.305; H 0.293; H -0.108; H 0.111; H 0.395; C 0.049; O -0.647; N 0.326; C -0.869; C -0.854; H 0.264; H 0.436; H 0.320; H 0.204; H 0.309; H 0.265; H 0.264; C 0.381; O -0.589; N 0.231; C -0.948; C -0.643; H -0.016; H 0.351; H 0.341; H 0.280; H 0.196; H -0.036; H 0.414; C 0.094; O -0.611

=====

Entry 8:
The following is a DFT calculation (ωB97M-V/def2-TZVPD) of an isolated molecule of C2H5NOS.

Element x y z (Å)
N1 -1.21 -0.77 -0.48
C1 -0.43 -0.28 0.65
C2 0.96 0.25 0.08
O1 0.76 1.53 -0.17
S1 2.34 -0.68 -0.09
H1 -0.77 -1.39 -1.12
H2 -1.84 -0.05 -0.85
H3 -1.09 0.50 1.01
H4 -0.30 -1.17 1.39
H5 1.60 2.06 -0.40

Properties
Energy relative to the best compared isomer or geometry (same formula, charge and spin)   136.2 kJ/mol
E   -16526.970 eV
LUMO   0.382 eV
Structure (SMILES)   NCC(O)=S
Spin multiplicity   1

Calculated atomic charges, method natural (NBO), unit e: N -0.848; C -0.287; C 0.261; O -0.668; S -0.140; H 0.379; H 0.373; H 0.213; H 0.210; H 0.507

=====

Copy entry 1 word for word.
The following is a DFT calculation (ωB97M-V/def2-TZVPD) of a cluster of 2 separate species, C2H3NO2S2 in total.

Element x y z (Å)
C1 1.73 -0.99 1.14
C2 1.09 -0.30 0.37
N1 -2.12 0.88 -0.46
O1 -1.46 -1.93 -0.55
O2 -3.67 -1.19 0.26
S1 -2.47 2.35 -0.17
S2 -2.20 -1.10 0.39
H1 2.44 -1.74 1.40
H2 0.88 0.60 -0.15
H3 -1.92 0.46 -1.34

Properties
Energy relative to the best compared isomer or geometry (same formula, charge and spin)   518.4 kJ/mol
E   -29372.605 eV
LUMO (alpha / beta)   -2.634 / -2.719 eV
Spin multiplicity   1

Calculated atomic charges, method natural (NBO), unit e: C -0.216; C -0.250; N -0.821; O -0.891; O -0.895; S 0.562; S 1.660; H 0.236; H 0.226; H 0.389